DFT (ωB97M-V with the def2-TZVPD basis set) results for C26H50BrN11O5P2S2 as an isolated structure in a non-equilibrium geometry.

```
97
Properties=species:S:1:pos:R:3
C 2.806 5.534 -5.691
C 1.526 4.662 -5.649
Br 0.175 5.660 -6.701
C 1.054 4.349 -4.212
C -0.002 3.236 -4.240
C -1.278 3.505 -4.593
C -2.304 2.522 -4.679
N -3.587 2.638 -5.038
S -4.195 1.139 -4.970
N -2.913 0.260 -4.494
C -1.938 1.164 -4.366
C -0.584 0.871 -3.978
C -0.299 -0.618 -3.692
C -0.468 -1.370 -5.057
S 1.121 -2.130 -5.576
C 0.713 -2.602 -7.236
N 0.096 -1.824 -8.045
N -0.079 -2.486 -9.248
C 0.445 -3.640 -9.053
O 0.986 -3.803 -7.833
C 0.361 1.851 -3.907
C 1.776 1.424 -3.483
O 1.741 0.970 -2.101
N 1.007 1.902 -1.367
O 0.468 1.383 -0.467
H 3.666 5.049 -5.212
H 2.549 6.516 -5.271
H 3.020 5.702 -6.759
H 1.692 3.720 -6.191
H 0.688 5.232 -3.668
H 1.935 3.994 -3.656
H -1.521 4.537 -4.854
H -1.113 -0.946 -3.033
H 0.686 -0.773 -3.246
H -0.710 -0.641 -5.843
H -1.304 -2.082 -5.054
H 0.447 -4.410 -9.821
H 2.521 2.220 -3.592
H 2.062 0.575 -4.117
O -4.869 2.610 2.833
P -3.586 1.845 3.052
N -4.298 0.543 3.947
C -3.695 -0.254 4.996
C -5.294 -0.239 3.216
N -2.876 2.997 4.126
C -2.426 2.694 5.469
C -3.407 4.355 4.090
N -2.030 1.039 2.938
C -0.947 1.912 2.420
C -2.065 -0.121 2.011
H -2.931 -0.960 4.636
H -4.461 -0.848 5.502
H -3.255 0.348 5.785
H -4.835 -0.933 2.498
H -5.968 0.411 2.658
H -5.919 -0.820 3.896
H -3.267 2.544 6.158
H -1.817 3.514 5.863
H -1.770 1.823 5.489
H -4.349 4.441 4.645
H -3.578 4.681 3.066
H -2.690 5.058 4.523
H -1.197 2.322 1.439
H -0.014 1.350 2.332
H -0.730 2.739 3.089
H -2.437 0.159 1.021
H -2.693 -0.927 2.389
H -1.072 -0.557 1.894
O 4.091 -2.224 1.605
P 3.181 -2.618 2.745
N 3.981 -4.111 3.107
C 3.401 -5.329 3.638
C 5.375 -3.981 3.527
N 1.785 -2.901 1.766
C 1.054 -4.151 1.722
C 1.763 -2.292 0.437
N 2.163 -2.726 4.178
C 1.063 -1.730 4.223
C 2.925 -2.491 5.431
H 3.114 -5.261 4.697
H 4.117 -6.151 3.555
H 2.537 -5.667 3.074
H 5.468 -3.636 4.566
H 5.909 -3.270 2.896
H 5.906 -4.930 3.437
H 1.610 -4.931 1.187
H 0.096 -4.017 1.211
H 0.792 -4.503 2.721
H 2.364 -2.869 -0.276
H 2.139 -1.271 0.459
H 0.742 -2.233 0.050
H 1.446 -0.707 4.159
H 0.499 -1.833 5.152
H 0.342 -1.873 3.424
H 3.459 -1.538 5.410
H 3.650 -3.281 5.619
H 2.255 -2.493 6.291
```

Calculated values
total charge: 0
HOMO: -8.316 eV
energy: -164685.458 eV
frontier orbital gap: 7.48 eV

Löwdin population analysis, charges in e, atoms 1 to 6: atom 1 (C): -0.16, atom 2 (C): -0.69, atom 3 (Br): 0.70, atom 4 (C): -0.18, atom 5 (C): -0.17, atom 6 (C): -0.01